{
  "formula": "C4H8N2O",
  "method": "the ωB97M-V functional and the def2-TZVPD basis",
  "species": ["C", "N", "C", "C", "O", "C", "N", "H", "H", "H", "H", "H", "H", "H", "H"],
  "xyz": [[1.101765, 0.297421, -1.729390], [0.562311, 0.617408, -0.577358], [-0.541597, 0.141002, 0.046621], [-0.848754, 0.680815, 1.423377], [0.345398, 1.095251, 2.073753], [-1.488596, -0.591443, -0.696282], [-2.270755, -1.184688, -1.322999], [0.561240, -0.350500, -2.410032], [2.068843, 0.710081, -1.979653], [1.289881, -1.732104, -0.656857], [1.105185, 1.210009, 0.054143], [0.780920, -1.754156, -0.100421], [-1.391300, -0.080441, 2.002339], [-1.481357, 1.575276, 1.388298], [0.808622, 0.299736, 2.370846]],
  "atomic_forces_ev_per_a": [[-0.1, 0.1, 0.0], [0.0, 0.0, 0.1], [0.0, 0.1, -0.1], [-0.3, 0.0, -0.1], [0.1, -0.2, 0.1], [-0.6, -0.4, -0.5], [0.7, 0.5, 0.6], [0.1, 0.2, 0.2], [-0.2, 0.0, 0.0], [0.0, -0.2, 0.1], [0.0, -0.1, -0.1], [0.1, -0.2, 0.0], [0.1, 0.2, -0.1], [0.1, -0.1, 0.0], [0.0, 0.2, 0.0]],
  "total_charge": 0,
  "fmax_ev_per_a": 1.0,
  "e_homo_ev": [-7.72, -7.72],
  "e_above_lowest_ev": 4.2281,
  "gap_ev": [8.200, 8.199],
  "energy_ev": -9302.1651
}